Entry 1:
20
Properties=species:S:1:pos:R:3 method="wB97M-V/def2-TZVPD" orbital_gap_ev=11.82 smiles=C[C@@H](O)[N+](C)(C)N lumo_energy_ev=-2.840 homo_energy_ha=-0.53874 total_charge=+1
C 1.42160 0.89852 -1.16018
C 0.45031 1.37044 -0.10691
O -0.65804 2.02008 -0.50942
N -0.36907 -0.16355 0.45107
C -1.21986 -0.78542 -0.59692
C 0.65915 -1.06599 0.72564
N -1.11376 0.17614 1.58077
H 0.97177 0.26592 -1.87555
H 2.26892 0.49002 -0.75932
H 1.70719 1.66839 -1.77022
H 1.00056 1.61096 0.74416
H -1.10051 2.46998 0.15833
H -1.09123 -1.91125 -0.37236
H -2.20460 -0.45803 -0.37501
H -0.89622 -0.51119 -1.59309
H 1.24074 -0.75231 1.49444
H 0.38808 -2.12481 0.95921
H 1.22380 -1.13057 -0.11342
H -0.76232 -0.12075 2.43249
H -2.02598 -0.26288 1.47306

Entry 2:
15
Properties=species:S:1:pos:R:3 method="wB97M-V/def2-TZVPD" orbital_gap_ev="7.92 / 8.25" lumo_energy_ev="-5.000 / -4.674" homo_energy_ha="-0.47483 / -0.47487" total_charge=+1
C -1.41255 -0.35646 -1.18014
C -1.86687 0.23453 0.01414
C 1.31782 0.03955 -1.10067
C 0.29247 0.02467 1.19773
C 1.10000 -0.70001 0.20031
C -0.19522 0.31399 -1.05012
N -0.53202 0.85650 0.32916
H -1.88328 -1.03240 -1.87378
H -2.88510 0.14993 0.52645
H 1.79847 1.07179 -0.88355
H 1.67582 -0.45417 -1.88157
H -0.37737 -0.59179 1.93262
H 0.79081 0.86918 1.74009
H 1.16664 -1.86480 0.11926
H -0.44272 1.90223 0.43919

Entry 3:
168
Properties=species:S:1:pos:R:3 method="wB97M-V/def2-TZVPD" orbital_gap_ev="5.98 / 6.16" s2=0.79 multiplicity=2 lumo_energy_ev="-1.902 / -1.713" homo_energy_ha="-0.28952 / -0.28951"
O -2.10813 -2.01405 5.02207
V -3.28531 -1.90230 3.97200
B -3.13086 -4.08831 3.37713
H -3.64246 -3.34894 2.70315
H -3.44343 -3.93119 4.45126
H -3.28903 -5.18188 3.09576
H -2.00756 -3.84083 3.37266
C -0.62362 0.33167 0.59982
F -1.71016 1.11424 0.55695
F -0.03585 0.31733 -0.57955
F 0.17117 0.86543 1.51104
S -1.06916 -1.42057 1.17885
O -1.99028 -1.96438 0.20135
O 0.18343 -2.14560 1.27095
O -1.72267 -1.20403 2.49043
C 5.87744 6.02396 3.06213
C 4.49668 5.92298 2.42399
C 4.06858 4.46737 2.39438
O 3.00077 4.31727 1.46187
C 2.61656 2.96068 1.39768
N 3.54838 6.67016 3.25439
H 6.18342 7.03885 3.31255
H 6.55620 5.66261 2.28149
H 6.07305 5.35463 3.90080
H 4.55973 6.24091 1.37783
H 3.72046 4.14892 3.38290
H 4.89066 3.80640 2.09471
H 1.77193 2.84484 0.71685
H 2.32065 2.52629 2.35534
H 3.40600 2.36156 0.93159
H 3.90950 7.57722 3.51714
H 2.73199 6.79929 2.66348
C 2.94506 -4.37309 -1.67928
C 1.95516 -3.42927 -2.41528
C 1.86259 -3.85770 -3.87534
O 3.07718 -3.70291 -4.56145
C 2.86830 -3.92114 -5.93326
N 0.70453 -3.69576 -1.67637
H 3.93548 -4.25242 -2.13112
H 2.59786 -5.37980 -1.91346
H 3.02503 -4.23086 -0.60465
H 2.28234 -2.39776 -2.24705
H 1.04652 -3.28458 -4.33568
H 1.49873 -4.89208 -3.82529
H 2.40110 -4.87114 -6.20759
H 3.85025 -4.03967 -6.40534
H 2.44080 -3.07422 -6.47677
H -0.03288 -3.27342 -2.24360
H 0.65973 -3.26100 -0.76226
C 5.81620 -0.07369 3.94986
C 5.12499 1.24423 4.15274
C 3.68424 0.99721 4.61310
O 2.98528 0.29167 3.61233
C 1.69824 -0.14837 3.96109
N 5.84430 2.03155 5.16198
H 5.33222 -0.57931 3.11004
H 5.80333 -0.70646 4.83564
H 6.79684 0.11594 3.50695
H 5.13371 1.80218 3.21483
H 3.12469 1.91807 4.82892
H 3.68893 0.37568 5.51989
H 1.69500 -0.89887 4.75589
H 1.17165 -0.63163 3.13342
H 1.03683 0.70149 4.17179
H 5.26902 2.75837 5.57975
H 6.01314 1.41806 5.95677
C -5.62302 0.79614 1.27621
C -4.49889 0.15176 2.08632
C -4.06651 1.03525 3.29013
O -3.09200 0.33086 4.11876
C -2.11636 1.18254 4.68554
N -4.91530 -1.19685 2.50546
H -5.26677 1.74701 0.88212
H -6.45360 0.95753 1.97155
H -6.02638 0.17133 0.48045
H -3.60245 0.02882 1.47923
H -4.88467 1.24067 3.98663
H -3.73420 1.97632 2.85381
H -2.51834 2.17016 4.92427
H -1.31011 1.37849 3.97350
H -1.68049 0.76694 5.59050
H -5.74722 -0.95079 3.05404
H -5.33494 -1.64178 1.69344
C -1.67779 -6.83634 -1.27124
C -2.40675 -5.53407 -0.97047
C -3.77794 -5.79379 -0.34415
O -3.73063 -6.82944 0.62575
C -4.94304 -6.97793 1.31071
N -1.50149 -4.72113 -0.15415
H -1.48856 -7.41766 -0.36827
H -0.75016 -6.67865 -1.81964
H -2.32088 -7.51111 -1.84860
H -2.56655 -5.07283 -1.95722
H -4.48682 -5.95665 -1.16289
H -4.05847 -4.89779 0.22474
H -5.68289 -7.62240 0.82664
H -5.43710 -6.05299 1.62858
H -4.66708 -7.43436 2.26528
H -0.62713 -4.62472 -0.68357
H -1.85151 -3.75485 -0.16211
C -1.26846 -0.24495 -3.33877
C -2.06719 -1.33596 -4.02256
C -1.61926 -1.72039 -5.42557
O -1.94795 -0.72456 -6.38069
C -1.53040 -0.98482 -7.70561
N -2.00639 -2.49626 -3.10470
H -1.51063 -0.25971 -2.27602
H -1.47550 0.74480 -3.75157
H -0.18261 -0.35931 -3.37813
H -3.12982 -1.06747 -4.04983
H -2.08269 -2.64925 -5.77867
H -0.53169 -1.86143 -5.45770
H -0.63755 -0.37976 -7.87386
H -2.37686 -0.70143 -8.33207
H -1.33334 -2.03834 -7.92510
H -2.33682 -2.22709 -2.18661
H -2.61191 -3.22425 -3.46895
C 2.41798 -5.10516 4.66041
C 1.96922 -3.89918 3.80592
C 3.12724 -3.16120 3.09699
O 3.81682 -4.09213 2.26440
C 4.91740 -3.48370 1.62538
N 0.98416 -4.37923 2.83676
H 3.17030 -5.71395 4.15819
H 1.62695 -5.79022 4.96116
H 2.80339 -4.69200 5.59787
H 1.45347 -3.22306 4.49616
H 3.79959 -2.75749 3.86115
H 2.70166 -2.40706 2.43093
H 4.56032 -2.78644 0.86079
H 5.56791 -4.19427 1.11615
H 5.54712 -2.96907 2.35763
H 1.63382 -4.79757 2.16362
H 0.60957 -3.62189 2.26070
C -3.54897 6.36597 -4.06836
C -4.05974 6.48224 -2.66524
C -3.27850 5.67182 -1.61981
O -3.46866 4.30459 -1.85608
C -3.69503 3.48314 -0.72664
N -4.29833 7.86421 -2.32289
H -2.51612 6.73415 -4.13254
H -4.13356 6.97676 -4.75486
H -3.45489 5.35316 -4.46007
H -4.96997 5.87121 -2.59465
H -3.54173 5.97009 -0.59325
H -2.21610 5.96103 -1.54239
H -3.73672 2.49256 -1.17915
H -4.61443 3.79654 -0.22437
H -2.78513 3.59179 -0.12604
H -3.44198 8.39608 -2.42098
H -4.70992 8.07554 -1.42686
C 1.15447 5.81236 -6.00002
C 1.06197 5.84637 -4.48693
C 0.32051 4.66934 -3.89986
O 0.21194 4.75805 -2.49477
C -0.15487 3.53439 -1.89050
N 2.43581 5.93535 -3.95647
H 1.66974 4.89006 -6.29133
H 1.75337 6.64696 -6.35584
H 0.20100 5.77759 -6.52967
H 0.52719 6.76185 -4.21354
H 0.89305 3.76707 -4.16520
H -0.61343 4.49209 -4.44961
H -0.12088 3.67121 -0.80809
H 0.54905 2.74169 -2.15595
H -1.19586 3.33109 -2.15617
H 2.34203 6.13875 -2.96815
H 2.85851 5.02118 -4.07695

Entry 4:
15
Properties=species:S:1:pos:R:3 method="wB97M-V/def2-TZVPD" orbital_gap_ev=9.65 smiles="C=CC.NP" lumo_energy_ev=0.964 homo_energy_ha=-0.31934
C 0.85244 -1.20207 1.50232
C 1.12185 0.12974 1.47073
C 0.54844 1.07819 0.43768
H 0.16195 -1.72034 0.82868
H 1.47836 -1.75630 2.19313
H 1.86894 0.60358 2.09732
H 0.79059 0.90074 -0.69821
H 0.72099 2.15314 0.64170
H -0.66340 0.97313 0.30293
N -2.37859 0.53125 -1.57048
P -1.26976 -0.56751 -2.31945
H -2.44591 0.50857 -0.56457
H -3.16088 1.02119 -2.00487
H -0.26508 0.36267 -2.44039
H -1.98245 -0.22450 -3.45559